[1]
177
Properties=species:S:1:pos:R:3:lowdin_charge:R:1 method="wB97M-V/def2-TZVPD" homo_energy_ev=-9.204 e_above_lowest_ev=7.4081
C -2.479 17.271 -5.534 -0.076
C -1.819 16.157 -6.326 -0.440
C -2.842 15.076 -6.745 -0.192
O -3.309 14.272 -5.659 -0.171
C -4.077 13.161 -6.026 -0.128
N -1.127 16.814 -7.446 0.030
H -2.911 16.948 -4.586 0.076
H -3.170 17.788 -6.200 0.083
H -1.730 17.952 -5.129 0.071
H -1.021 15.760 -5.698 0.125
H -2.382 14.485 -7.536 0.114
H -3.622 15.619 -7.277 0.125
H -3.550 12.335 -6.503 0.083
H -4.886 13.474 -6.687 0.084
H -4.607 12.773 -5.156 0.087
H -0.226 17.137 -7.121 0.071
H -0.956 16.150 -8.187 0.058
C 0.113 28.723 5.978 -0.070
C -1.089 29.305 5.201 -0.438
C -2.183 29.931 6.017 -0.235
O -3.276 30.251 5.193 -0.166
C -4.276 31.004 5.823 -0.127
N -0.486 30.260 4.270 0.037
H 0.659 28.085 5.283 0.076
H -0.290 28.138 6.804 0.067
H 0.728 29.513 6.410 0.073
H -1.448 28.419 4.679 0.141
H -1.786 30.736 6.636 0.130
H -2.542 29.213 6.755 0.122
H -3.954 31.984 6.177 0.079
H -4.754 30.478 6.649 0.092
H -4.933 31.509 5.115 0.087
H -1.185 30.355 3.547 0.065
H -0.519 31.198 4.645 0.068
C 7.985 22.514 1.207 -0.052
C 8.668 21.179 1.669 -0.444
C 7.767 20.167 2.349 -0.250
O 8.581 19.218 2.995 -0.195
C 7.708 18.281 3.693 -0.067
N 9.325 20.518 0.601 0.036
H 7.586 23.071 2.055 0.066
H 7.210 22.305 0.470 0.065
H 8.586 23.322 0.789 0.067
H 9.449 21.548 2.333 0.138
H 6.954 19.784 1.732 0.125
H 7.260 20.638 3.191 0.118
H 6.797 18.120 3.117 0.079
H 7.550 18.759 4.660 0.090
H 8.222 17.321 3.739 0.086
H 8.613 19.995 0.112 0.071
H 9.820 19.736 1.004 0.070
C -6.273 20.663 1.524 -0.062
C -5.148 21.479 0.818 -0.425
C -4.004 21.771 1.796 -0.200
O -4.508 22.596 2.837 -0.201
C -3.717 22.651 3.987 -0.120
N -4.754 20.798 -0.397 0.032
H -6.770 21.234 2.309 0.069
H -5.917 19.754 2.007 0.071
H -7.059 20.353 0.835 0.071
H -5.671 22.370 0.470 0.136
H -3.086 22.145 1.344 0.121
H -3.734 20.870 2.346 0.116
H -2.685 22.906 3.743 0.085
H -3.769 21.719 4.551 0.086
H -4.096 23.440 4.636 0.088
H -4.106 20.066 -0.145 0.068
H -4.099 21.372 -0.909 0.067
C 2.911 10.896 -3.120 -0.080
C 2.737 11.658 -4.373 -0.442
C 1.546 11.078 -5.148 -0.274
O 1.862 9.788 -5.511 -0.155
C 0.819 9.324 -6.385 -0.092
N 2.345 13.028 -4.017 0.025
H 3.722 11.396 -2.590 0.080
H 3.226 9.880 -3.355 0.084
H 2.030 10.853 -2.479 0.088
H 3.686 11.705 -4.909 0.147
H 1.400 11.653 -6.063 0.115
H 0.639 11.318 -4.593 0.128
H 0.854 9.939 -7.284 0.087
H -0.193 9.302 -5.982 0.085
H 0.918 8.259 -6.598 0.086
H 1.486 13.000 -3.487 0.063
H 2.160 13.559 -4.856 0.064
C -1.321 17.880 9.582 -0.064
C -2.031 17.408 8.283 -0.431
C -1.302 17.727 6.970 -0.223
O -0.635 18.950 6.995 -0.158
C 0.035 19.169 5.817 -0.143
N -2.215 16.004 8.444 0.015
H -0.315 17.463 9.627 0.082
H -1.884 17.752 10.506 0.074
H -1.295 18.967 9.513 0.067
H -2.982 17.938 8.226 0.136
H -1.946 17.579 6.104 0.125
H -0.640 16.885 6.767 0.117
H -0.618 19.165 4.944 0.087
H 0.760 18.380 5.614 0.085
H 0.624 20.085 5.802 0.092
H -1.359 15.578 8.769 0.069
H -2.764 15.822 9.272 0.071
C 2.935 21.929 -3.118 -0.041
C 3.204 21.036 -1.904 -0.454
C 2.561 21.532 -0.624 -0.198
O 2.977 22.871 -0.438 -0.189
C 2.425 23.482 0.653 -0.142
N 2.741 19.708 -2.218 0.029
H 3.195 21.310 -3.977 0.074
H 3.543 22.832 -3.064 0.079
H 1.882 22.208 -3.130 0.080
H 4.279 20.993 -1.726 0.134
H 2.829 20.861 0.192 0.127
H 1.487 21.645 -0.776 0.130
H 1.738 24.284 0.381 0.083
H 3.246 23.886 1.244 0.089
H 1.916 22.858 1.388 0.088
H 2.871 19.389 -3.168 0.067
H 3.236 19.001 -1.694 0.068
C 3.822 30.042 -3.333 -0.050
C 5.025 29.073 -3.091 -0.436
C 5.121 28.418 -1.735 -0.180
O 5.474 29.465 -0.826 -0.185
C 6.861 29.649 -0.596 -0.115
N 4.977 28.126 -4.197 0.020
H 3.761 30.856 -2.612 0.073
H 2.868 29.536 -3.184 0.070
H 3.699 30.427 -4.345 0.067
H 5.937 29.655 -3.224 0.121
H 5.890 27.646 -1.743 0.120
H 4.186 27.952 -1.422 0.130
H 7.379 28.837 -0.085 0.086
H 7.069 30.572 -0.054 0.086
H 7.401 29.891 -1.512 0.075
H 5.790 27.526 -4.197 0.062
H 5.056 28.645 -5.060 0.065
C 8.842 22.454 -4.912 -0.071
C 10.370 22.738 -5.110 -0.449
C 10.600 24.200 -4.688 -0.179
O 9.720 25.008 -5.501 -0.217
C 9.825 26.392 -5.309 -0.115
N 11.111 21.783 -4.368 0.038
H 8.579 22.376 -3.857 0.070
H 8.589 21.457 -5.271 0.067
H 8.169 23.186 -5.358 0.068
H 10.495 22.682 -6.191 0.138
H 11.674 24.383 -4.700 0.125
H 10.198 24.273 -3.677 0.120
H 10.823 26.700 -5.618 0.083
H 9.623 26.551 -4.249 0.086
H 9.185 26.956 -5.988 0.085
H 10.742 21.777 -3.428 0.074
H 10.869 20.877 -4.744 0.074
O 0.119 25.036 -2.264 -0.048
H 0.257 25.268 -3.183 0.027
H 0.951 24.650 -1.987 0.009
O -0.905 17.668 -0.737 -0.056
H -0.079 18.030 -1.059 0.016
H -0.918 16.770 -1.069 0.026
O 1.050 26.291 -6.287 -0.050
H 1.889 26.710 -6.094 0.027
H 0.463 27.017 -6.501 0.032
O 1.459 23.343 -9.099 -0.054
H 1.207 23.948 -9.797 0.027
H 1.450 23.877 -8.304 0.017
O 7.278 17.050 -2.056 -0.053
H 6.544 16.700 -1.551 0.011
H 7.230 16.595 -2.897 0.027
O 4.208 15.495 -0.258 -0.051
H 3.591 15.675 0.451 0.031
H 3.731 14.914 -0.850 0.028
O -2.512 26.680 0.549 -0.050
H -1.861 26.225 0.015 0.019
H -3.186 26.022 0.717 0.024
O 3.725 17.527 -6.775 -0.056
H 4.612 17.324 -6.477 0.026
H 3.837 17.823 -7.679 0.030


[2]
71
Properties=species:S:1:pos:R:3:lowdin_charge:R:1 method="wB97M-V/def2-TZVPD" homo_energy_ev=-12.122 total_charge=+1 e_above_lowest_ev=0.0745
F -5.259 3.365 -0.662 0.060
C -4.417 2.292 -0.874 -0.197
C -4.871 1.010 -0.569 0.089
C -3.954 -0.011 -0.774 -0.210
F -4.436 -1.296 -0.644 0.055
C -2.628 0.184 -1.169 0.051
C -2.205 1.482 -1.502 -0.132
C -0.863 1.842 -2.175 -0.182
C -0.416 3.268 -1.823 -0.202
C 0.205 4.060 -2.799 0.048
C 0.876 5.203 -2.373 -0.214
F 1.708 5.848 -3.266 0.053
C 0.774 5.702 -1.076 0.084
C 0.056 4.934 -0.160 -0.210
F -0.189 5.454 1.088 0.060
C -0.462 3.673 -0.486 0.027
C -3.133 2.527 -1.374 0.042
H -5.856 0.807 -0.161 0.145
H -1.961 -0.667 -1.242 0.105
H -1.118 1.918 -3.255 0.165
H 0.219 3.761 -3.849 0.133
H 1.282 6.612 -0.776 0.141
H -0.902 3.025 0.274 0.127
H -2.869 3.545 -1.659 0.139
F -5.073 -2.764 1.813 0.146
C -3.738 -2.620 1.788 -0.114
C -3.118 -1.711 2.641 -0.107
F -3.863 -0.968 3.483 0.132
C -1.745 -1.501 2.537 -0.172
F -1.148 -0.670 3.428 0.101
C -0.975 -2.097 1.542 -0.093
Si 0.760 -1.604 1.100 0.854
C 1.664 -0.239 1.990 -0.054
C 2.944 -0.311 2.569 -0.154
F 3.603 -1.495 2.664 0.103
C 3.602 0.795 3.107 -0.106
F 4.823 0.674 3.667 0.134
C 2.981 2.044 3.086 -0.087
F 3.580 3.129 3.606 0.153
C 1.708 2.157 2.533 -0.105
F 1.079 3.349 2.488 0.127
C 1.077 1.026 2.033 -0.184
F -0.203 1.172 1.578 0.076
C 1.743 -3.216 1.316 -0.082
C 1.461 -4.051 2.403 -0.173
F 0.519 -3.678 3.311 0.097
C 2.171 -5.213 2.689 -0.107
F 1.841 -5.980 3.745 0.138
C 3.262 -5.553 1.895 -0.091
F 3.991 -6.648 2.170 0.150
C 3.607 -4.728 0.826 -0.112
F 4.702 -5.001 0.092 0.131
C 2.845 -3.596 0.551 -0.189
F 3.228 -2.784 -0.475 0.074
O 0.244 -0.747 -0.327 0.015
C 0.339 -0.436 -1.568 -0.128
C 0.330 1.011 -2.004 -0.155
C 1.112 0.936 -3.362 -0.096
C 1.255 -0.539 -3.758 -0.130
C 0.811 -1.414 -2.573 -0.048
C -1.625 -3.022 0.725 -0.185
F -0.913 -3.634 -0.267 0.077
C -2.988 -3.282 0.810 -0.130
F -3.608 -4.022 -0.126 0.132
H 1.002 1.503 -1.271 0.183
H 0.605 1.489 -4.157 0.113
H 2.092 1.418 -3.247 0.134
H 0.621 -0.786 -4.620 0.126
H 2.281 -0.762 -4.057 0.124
H 1.581 -2.118 -2.207 0.141
H -0.046 -2.051 -2.862 0.164